Record 1
Below is a molecular structure, C15H31ClO4P2Pb, with properties calculated with ωB97M-V/def2-TZVPD.

```
54
Properties=species:S:1:pos:R:3:nbo_charge:R:1
P -1.4089 2.4570 -1.4445 0.813
P 1.3985 1.7498 -2.4075 0.803
C -0.5603 3.7377 -2.5062 -0.704
C 0.5238 3.0948 -3.3646 -0.704
H -0.1405 4.4907 -1.8261 0.222
H -1.3255 4.2225 -3.1245 0.217
H 0.1008 2.6299 -4.2653 0.221
H 1.2734 3.8315 -3.6792 0.218
C 2.7482 2.8151 -1.7462 -0.938
H 3.5355 2.1720 -1.3321 0.234
H 2.3569 3.4552 -0.9445 0.230
H 3.1584 3.4378 -2.5554 0.214
C 2.3031 1.0009 -3.8163 -0.944
H 2.8488 1.7697 -4.3824 0.214
H 1.5778 0.4959 -4.4680 0.230
H 3.0041 0.2550 -3.4176 0.234
C -2.3228 3.6217 -0.3636 -0.944
H -3.0140 3.0410 0.2618 0.233
H -2.8785 4.3537 -0.9672 0.213
H -1.6007 4.1357 0.2844 0.230
C -2.7598 2.0696 -2.6328 -0.938
H -2.3664 1.4538 -3.4520 0.230
H -3.1750 3.0059 -3.0337 0.214
H -3.5423 1.5060 -2.1091 0.233
Pb -0.1690 -4.6377 2.4899 1.280
C 1.3176 -1.9576 0.0575 -0.201
C 1.7755 -1.0591 0.9424 -0.187
C 1.2840 0.3500 1.1181 -0.457
C 0.2245 0.4267 2.2441 -0.446
C -0.8562 -0.6150 2.1149 -0.190
C -1.3605 -1.1479 0.9906 -0.189
C -0.9269 -0.8266 -0.4128 -0.478
C 0.1669 -1.7969 -0.9115 -0.446
C -1.8153 -3.7868 3.7431 -1.195
H 1.8179 -2.9403 -0.0042 0.205
H 2.4757 -1.3619 1.7436 0.203
H 0.8812 0.7393 0.1715 0.229
H 2.1463 0.9821 1.3935 0.215
H 0.7579 0.2815 3.2029 0.212
H -0.2132 1.4416 2.3149 0.225
H -1.2545 -0.9603 3.0865 0.206
H -2.0505 -2.0201 1.0214 0.190
H -0.5868 0.2194 -0.4711 0.246
H -1.8083 -0.9147 -1.0703 0.210
H -0.3071 -2.7841 -1.0953 0.204
H 0.5457 -1.4950 -1.9131 0.228
H -2.5037 -4.6526 3.7979 0.227
H -2.3120 -2.9542 3.2480 0.223
H -1.3833 -3.5299 4.7291 0.249
O 1.9901 -6.8462 5.3937 -0.738
Cl 0.8959 -5.9995 4.9977 2.446
O 0.0657 -6.6458 3.9250 -0.858
O 0.0849 -5.6315 6.1320 -0.766
O 1.3831 -4.6796 4.3125 -0.877
```

Gap between HOMO and LUMO in eV: 7.406
HOMO in hartree: -0.2910
Energy in a.u.: -2226.4857
Energy relative to the best compared isomer or geometry (same formula, charge and spin) in kcal/mol: 2.0

---

Record 2
Below is a molecular structure, C37H40CdNO2S4Te, with properties calculated with ωB97M-V/def2-TZVPD.

```
86
Properties=species:S:1:pos:R:3:mulliken_charge:R:1
Cd 1.4343 -0.4641 1.0861 1.251
C 0.5538 -4.4436 1.7349 -0.962
C 2.0689 -4.4378 1.8319 -0.961
S 2.7866 -2.8514 2.3555 -0.052
C 2.3977 -2.8961 4.1373 -0.625
C 2.6008 -1.5276 4.7659 -1.082
S 1.6096 -0.1805 4.0454 0.041
C -0.0516 -0.5084 4.7282 -1.042
C -0.9574 -1.3540 3.8427 -0.006
S -1.1366 -0.4823 2.2527 0.148
C -2.2175 -1.5799 1.2909 -0.731
C -1.7819 -3.0294 1.1310 -1.239
S -0.0649 -3.2167 0.5291 0.295
H 0.1071 -4.2210 2.7035 0.347
H 0.2166 -5.4300 1.4167 0.488
H 2.5229 -4.6666 0.8674 0.461
H 2.3937 -5.1880 2.5530 0.529
H 3.0780 -3.6149 4.5952 0.530
H 1.3722 -3.2411 4.2656 0.280
H 3.6360 -1.2076 4.6430 0.419
H 2.3756 -1.5595 5.8314 0.505
H -0.4895 0.4804 4.8667 0.471
H 0.0904 -0.9711 5.7046 0.532
H -1.9464 -1.4517 4.2927 0.492
H -0.5405 -2.3447 3.6648 -0.485
H -2.2627 -1.0773 0.3220 0.092
H -3.2108 -1.5500 1.7408 0.713
H -2.4359 -3.5030 0.3996 0.618
H -1.8647 -3.5806 2.0662 0.500
C -3.5633 1.9537 -3.3110 -1.810
C -2.5068 1.7071 -2.2634 0.076
C -2.4726 2.4383 -1.0804 -0.280
C -1.5166 2.2296 -0.0948 0.486
C -1.6186 2.9099 1.2324 0.001
O -0.6811 3.0552 1.9942 -0.599
C -2.9623 3.4233 1.6689 0.652
C -2.9854 4.5927 2.4271 -0.372
C -4.1790 5.0968 2.9147 -0.652
C -5.3689 4.4265 2.6663 -0.420
C -5.3543 3.2454 1.9396 -0.833
C -4.1588 2.7409 1.4500 -0.179
C -0.4280 1.3171 -0.3498 0.539
O 0.5518 1.2464 0.4681 -1.474
C -0.4967 0.5106 -1.5446 0.424
C -1.5529 0.7273 -2.4433 -0.981
C 0.5369 -0.4491 -1.9215 -0.291
N 1.4995 -0.8258 -1.1349 1.891
C 2.6202 -1.5823 -1.6861 -0.877
C 3.8355 -1.6460 -0.7520 -1.420
Te 4.1735 0.0781 0.5356 0.063
C 3.7145 1.5581 -0.9253 0.255
C 2.9585 2.6624 -0.5589 -0.392
C 2.5679 3.5702 -1.5322 -0.396
C 2.9480 3.3856 -2.8534 -0.515
C 3.7527 2.3097 -3.2007 -0.639
C 4.1433 1.3931 -2.2352 -0.364
C 0.4903 -0.9952 -3.3136 -0.997
C 0.8136 -0.1905 -4.4015 0.391
C 0.8585 -0.7297 -5.6782 -0.889
C 0.5660 -2.0711 -5.8791 -0.604
C 0.2099 -2.8683 -4.8005 -0.832
C 0.1777 -2.3355 -3.5215 0.078
H -4.2938 2.6820 -2.9627 0.377
H -4.0877 1.0296 -3.5585 0.389
H -3.1149 2.3330 -4.2309 0.329
H -3.2147 3.2112 -0.9280 0.645
H -2.0528 5.1054 2.6236 0.440
H -4.1831 6.0064 3.5009 0.410
H -6.3051 4.8159 3.0445 0.400
H -6.2757 2.7073 1.7575 0.408
H -4.1570 1.7985 0.9183 0.473
H -1.6174 0.1062 -3.3284 0.598
H 2.9182 -1.1409 -2.6378 0.427
H 2.3195 -2.6129 -1.9009 0.404
H 4.7422 -1.8019 -1.3315 0.562
H 3.7444 -2.4780 -0.0538 0.183
H 2.6515 2.8094 0.4666 0.348
H 1.9505 4.4146 -1.2535 0.412
H 2.6275 4.0891 -3.6112 0.425
H 4.0794 2.1793 -4.2247 0.435
H 4.7887 0.5664 -2.5058 0.455
H 1.0341 0.8563 -4.2375 0.591
H 1.1179 -0.1016 -6.5206 0.434
H 0.6100 -2.4947 -6.8737 0.396
H -0.0398 -3.9099 -4.9560 0.445
H -0.0984 -2.9565 -2.6756 0.449
```

Gap between HOMO and LUMO in eV: 7.643
HOMO in hartree: -0.3603
Total charge: +1
Energy in a.u.: -3667.4868

---

Record 3
Below is a molecular structure, C71H65N3O7S2ScSe2, with properties calculated with ωB97M-V/def2-TZVPD.

```
151
Properties=species:S:1:pos:R:3:mulliken_charge:R:1
Sc -0.0366 -0.9345 -0.4395 -1.897
C 2.0980 2.5507 7.1807 -1.625
C 1.5396 2.6626 5.7923 1.152
C 1.0891 1.5308 5.1187 -0.785
C 0.5837 1.6341 3.8362 0.150
C 0.5508 2.8718 3.2109 -0.631
C 0.9823 4.0083 3.8641 -0.362
C 1.4684 3.8985 5.1558 -1.012
S -0.0245 2.8400 1.4787 1.928
O -0.6256 4.1681 1.2645 -0.859
C 1.6628 3.0080 0.8064 -1.505
C 2.6478 2.1293 1.4446 0.398
C 4.0972 2.6550 1.5379 -0.240
C 4.1552 4.1262 1.3561 -0.206
C 5.0227 4.9219 2.0929 -0.324
C 4.9839 6.2991 1.9786 -0.907
C 4.0488 6.8872 1.1398 -0.863
C 3.1763 6.1071 0.4079 -0.524
C 3.2353 4.7107 0.4808 -0.182
C 2.1342 3.9299 -0.1247 1.040
C 1.7034 4.1869 -1.4748 -0.355
C 2.5853 4.8724 -2.4053 0.719
C 3.9528 5.1219 -2.1747 -0.174
C 4.7290 5.8330 -3.0533 -0.956
C 4.1912 6.3160 -4.2481 -0.744
C 2.9012 5.9976 -4.5641 -0.850
C 2.0943 5.2448 -3.6876 0.665
C 0.8372 4.7831 -4.1293 -1.460
C 0.1295 3.9124 -3.3500 -0.511
C 0.5525 3.6318 -2.0508 0.388
S -0.4613 2.5438 -1.0332 1.534
O -0.0481 1.1283 -1.3222 1.985
C -2.1236 2.7678 -1.6875 0.079
C -2.7524 3.9182 -1.2345 -0.824
C -4.1313 3.9980 -1.2697 -1.111
C -4.8930 2.9240 -1.7181 1.323
C -6.3895 2.9511 -1.6388 -1.602
C -4.2431 1.7905 -2.1909 -0.892
C -2.8638 1.7067 -2.1787 -0.315
H 2.3355 1.5155 7.4111 0.350
H 1.3719 2.9034 7.9138 0.316
H 2.9992 3.1526 7.2819 0.379
H 1.1590 0.5594 5.5892 0.367
H 0.2437 0.7598 3.2930 0.229
H 0.9379 4.9569 3.3484 0.520
H 1.8213 4.7849 5.6654 0.414
H 2.2954 1.6795 2.3685 0.084
H 4.5808 2.3644 2.4739 0.688
H 5.7200 4.4542 2.7763 0.483
H 5.6566 6.9143 2.5630 0.399
H 3.9948 7.9643 1.0646 0.432
H 2.4363 6.5742 -0.2240 0.477
H 4.4340 4.7205 -1.3013 0.400
H 5.7719 6.0029 -2.8276 0.450
H 4.8041 6.8876 -4.9295 0.386
H 2.4784 6.2841 -5.5168 0.416
H 0.4859 5.0777 -5.1075 0.406
H -0.7648 3.4343 -3.7210 0.538
H -2.1548 4.7080 -0.8050 0.468
H -4.6228 4.8843 -0.8941 0.337
H -6.7593 3.9650 -1.5111 0.388
H -6.7227 2.3546 -0.7891 0.281
H -6.8285 2.5221 -2.5365 0.368
H -4.8153 0.9354 -2.5197 0.457
H -2.3689 0.8097 -2.5121 0.161
C -4.2850 -4.0899 -0.1218 0.020
O -4.4612 -4.2502 1.2746 -0.321
C -3.9229 -5.3433 1.8988 0.426
C -4.8181 -6.0725 2.6775 -0.412
C -4.4303 -7.1820 3.4014 -0.573
C -3.1095 -7.5931 3.3500 -0.674
C -2.2002 -6.8683 2.6081 -0.907
C -2.5641 -5.7253 1.8898 -0.060
N -1.5537 -5.0808 1.1810 0.792
C -1.3367 -3.7187 0.9946 -1.052
N -2.0511 -2.9314 1.8198 0.133
C -2.4552 -1.5786 1.7548 -1.128
C -1.8067 -0.6009 0.9873 1.459
C -2.4185 0.6638 1.0633 0.324
C -3.5381 0.9426 1.8185 -1.559
C -4.1267 -0.0468 2.5864 -0.444
C -3.5750 -1.3115 2.5693 1.103
O -4.0448 -2.3673 3.3388 -0.311
C -5.3243 -2.2569 3.8958 -1.214
N -0.3999 -3.2981 0.2033 1.089
C 0.3274 -4.1996 -0.5902 0.174
C 1.7183 -4.1577 -0.5239 -0.023
C 2.4971 -4.9747 -1.3228 -0.946
C 1.8984 -5.8596 -2.1974 -0.820
C 0.5174 -5.9186 -2.2853 -0.846
C -0.2779 -5.0921 -1.5053 -0.188
O -1.6421 -5.0770 -1.5828 0.518
C -2.2476 -5.6936 -2.6898 -1.121
H -4.6482 -3.0913 -0.3567 0.263
H -4.8837 -4.8350 -0.6575 0.335
H -3.2493 -4.1591 -0.4422 -0.325
H -5.8453 -5.7394 2.6790 0.480
H -5.1579 -7.7291 3.9820 0.398
H -2.7882 -8.4697 3.8935 0.398
H -1.1626 -7.1742 2.5860 0.469
H -0.7665 -5.6626 0.9240 0.458
H -2.6731 -3.4356 2.4425 0.385
H -2.0042 1.4884 0.4976 -0.438
H -3.9486 1.9407 1.8155 0.577
H -4.9950 0.1753 3.1853 0.437
H -5.5578 -3.2372 4.3129 0.310
H -6.0703 -2.0010 3.1369 0.427
H -5.3523 -1.5100 4.6986 0.395
H 2.1747 -3.4533 0.1593 0.074
H 3.5709 -4.9049 -1.2656 0.434
H 2.4975 -6.4955 -2.8316 0.374
H 0.0646 -6.6001 -2.9880 0.486
H -3.2843 -5.3623 -2.6852 0.231
H -2.2102 -6.7869 -2.6015 0.292
H -1.7840 -5.3850 -3.6312 0.338
O -0.5544 0.5809 -4.0972 -0.041
C 0.0813 -0.2889 -4.9803 -1.429
C -0.1890 -1.7895 -4.7104 2.770
C -0.0994 -2.5126 -6.0774 -1.197
O -0.2376 -3.9121 -5.9946 -0.578
C -1.6224 -1.9866 -4.2162 -1.866
Se -2.0003 -1.8584 -2.2579 -0.434
C 0.8637 -2.4350 -3.7967 -1.422
Se 1.8007 -1.2932 -2.4568 -0.451
H -0.1449 0.4947 -3.2178 -0.578
H 1.1677 -0.1217 -4.9771 0.293
H -0.3123 -0.0294 -5.9721 0.445
H 0.8604 -2.2555 -6.5547 0.351
H -0.9086 -2.1794 -6.7352 0.487
H 0.3417 -4.2200 -5.2856 0.380
H -1.9669 -2.9860 -4.4944 0.831
H -2.2662 -1.2452 -4.6918 0.522
H 1.6873 -2.8334 -4.3983 0.696
H 0.4245 -3.2496 -3.2178 -0.263
C 5.6471 0.8096 0.7835 -1.399
C 4.5229 1.6938 0.3915 0.197
C 3.1290 1.0312 0.4227 -0.104
C 2.9816 -0.2858 1.1264 -0.499
C 1.6980 -0.8732 1.2007 1.396
C 1.5820 -1.8562 2.2046 0.039
C 2.6449 -2.2711 2.9997 -1.265
C 3.9156 -1.7876 2.7642 -1.060
C 4.0962 -0.7681 1.8328 1.362
C 5.4298 -0.2758 1.5236 -0.903
H 6.6427 1.1135 0.4990 0.438
H 4.7247 2.2256 -0.5384 0.345
H 2.6043 1.0320 -0.5373 0.737
H 0.6143 -2.3119 2.4004 -0.100
H 2.4778 -3.0042 3.7792 0.424
H 4.7616 -2.1721 3.3199 0.385
H 6.2575 -0.8718 1.8878 0.411
```

Gap between HOMO and LUMO in eV: 5.022
HOMO in hartree: -0.1469
Total charge: -1
Energy in a.u.: -9795.4511

---

Record 4
Below is a molecular structure, C7H11NO, with properties calculated with ωB97M-V/def2-TZVPD.

```
20
Properties=species:S:1:pos:R:3:nbo_charge:R:1
C 0.5050 -1.7652 -1.1585 -0.643
C 0.8202 -0.6613 -0.0945 0.029
C -0.4064 -0.4715 0.9558 0.096
C -1.7539 -0.0176 0.2555 -0.463
C -0.8821 0.9463 -0.5705 0.019
C -1.0606 1.7768 -1.5622 -0.383
C 0.4074 0.7944 -0.0036 0.009
H -0.1012 -1.2841 -2.1823 0.234
H 1.4664 -1.9703 -1.6601 0.233
H 0.0632 -2.8347 -0.5847 0.233
H 2.0731 -1.7631 1.6421 0.380
H 1.9884 0.1725 1.3068 0.393
H -0.2761 -1.5523 1.6169 0.194
H -2.3561 -0.5696 -0.4950 0.238
H -2.2859 0.4646 0.8937 0.218
H -2.0126 2.0727 -1.8384 0.201
H -0.1866 2.2893 -2.0372 0.199
H 0.9396 1.6334 -0.5755 0.206
N 1.9622 -0.9560 0.6822 -0.867
O 0.1468 0.8028 1.5257 -0.525
```

Gap between HOMO and LUMO in eV: 9.413
HOMO in hartree: -0.3166
Energy in a.u.: -403.0140
Energy relative to the best compared isomer or geometry (same formula, charge and spin) in kcal/mol: 200.8